An isolated ion of composition C2NOS3 and charge -1 at a distorted geometry. Source: the Open Molecules 2025 dataset; level of theory: ωB97M-V/def2-TZVPD.

The geometry in XYZ format:
```
7
C2NOS3, DFT ωB97M-V/def2-TZVPD
C 0.98251 0.23659 0.00369
C -1.30588 -0.12055 -0.02028
N -0.26390 0.62238 -0.04352
O 2.00226 0.86597 0.05512
S -2.87796 0.24770 0.02367
S 1.15024 -1.65981 0.00240
S -0.81761 -2.05796 0.00734
```

Results
- Total charge: -1
- 2S+1: 3
- Kohn-Sham gap (alpha / beta): 4.20 / 5.03 eV